Record 1
The following is a DFT calculation (ωB97M-V/def2-TZVPD) of a structure of composition C25H28IrN3O2Si at a distorted geometry.

Geometry as XYZ:
```
60
Properties=species:S:1:pos:R:3:forces:R:3:lowdin_spin:R:1
Ir 0.050500 0.067900 -0.012600 1.212 -1.943 0.290 0.824
O -1.655000 -1.209500 -0.684500 2.795 1.012 -0.036 0.017
C -2.886600 -1.268300 -0.400000 -2.323 0.477 0.567 0.006
C -3.577300 -2.517200 -0.507500 0.689 0.326 0.033 0.006
C -4.919000 -2.612600 -0.273500 -0.166 0.329 0.059 -0.001
C -5.670000 -1.477600 0.067600 -0.037 0.222 0.084 0.009
C -5.045100 -0.258200 0.187400 -0.260 -0.364 0.042 -0.002
C -3.665500 -0.119000 -0.013100 0.530 -0.763 -0.330 0.008
C -3.079700 1.174700 0.082500 -0.213 -0.404 -0.065 0.002
N -1.829700 1.462100 0.028500 0.964 -0.619 0.240 0.055
C -1.469400 2.858400 0.039100 0.454 0.602 0.012 0.004
C -0.179200 3.064700 0.832600 -0.702 0.212 0.213 0.005
N 0.854000 2.208400 0.303500 -0.897 -0.981 -0.599 0.070
C 1.914500 2.750200 -0.182300 0.443 -0.157 -0.140 0.005
C 3.069500 2.071200 -0.668100 -0.112 -1.036 -0.075 0.015
C 4.103900 2.792500 -1.277700 0.441 -0.116 -0.178 -0.003
C 5.256800 2.171200 -1.705400 -0.153 0.256 0.081 0.020
C 5.436500 0.798400 -1.478100 -0.111 0.337 -0.001 -0.002
C 4.454000 0.059000 -0.882300 -0.720 -0.084 0.362 0.013
C 3.205400 0.646000 -0.501800 1.310 1.850 -1.084 0.001
O 2.286600 -0.087400 -0.033300 -2.975 -1.248 0.861 0.025
H -2.991800 -3.385700 -0.774600 0.047 -0.031 -0.067 0.000
H -5.417000 -3.567900 -0.354200 0.017 -0.090 -0.030 0.000
H -6.731500 -1.565000 0.240300 -0.058 0.016 0.006 0.000
H -5.622400 0.616400 0.450500 -0.072 0.107 0.031 0.000
H -3.801000 1.993600 0.189500 0.209 0.017 0.030 0.002
H -2.273100 3.477000 0.458900 0.115 -0.107 -0.050 0.002
H -1.297700 3.174900 -0.996300 -0.002 0.051 0.079 0.000
H -0.352700 2.781100 1.875800 0.002 0.103 -0.060 0.001
H 0.104800 4.124500 0.796900 0.045 -0.187 0.024 0.002
H 1.988300 3.844100 -0.204600 -0.153 -0.115 0.203 0.002
H 3.988700 3.856700 -1.428700 -0.041 0.112 0.025 0.000
H 6.028000 2.744600 -2.195400 0.059 0.040 -0.010 0.001
H 6.362300 0.329900 -1.781200 0.016 -0.076 -0.001 -0.001
H 4.573000 -0.995400 -0.685100 0.033 -0.133 -0.049 0.000
C -1.135700 -2.577900 2.300300 0.713 -0.250 -0.456 -0.002
Si 0.652800 -2.878900 1.685300 -0.363 0.279 2.789 -0.004
C 1.754400 -1.603000 2.592500 -0.373 -0.555 -0.502 0.001
C 1.226400 -4.668000 2.008000 -0.167 0.682 -0.585 0.001
N 0.639700 -2.237700 0.082700 -0.688 2.757 -1.186 -0.056
C 1.011200 -2.662400 -1.107500 0.157 0.168 -0.540 0.006
C 1.529400 -3.961800 -1.363800 0.204 -0.164 0.064 -0.013
C 1.940000 -4.314300 -2.624900 -0.017 -0.316 0.265 0.003
C 1.848100 -3.417300 -3.685700 -0.114 0.325 0.122 -0.011
C 1.323300 -2.143600 -3.472400 0.056 -0.057 -0.105 0.000
C 0.912800 -1.775700 -2.219200 -0.236 0.473 -0.372 -0.007
H -1.202800 -2.715900 3.374300 0.099 -0.081 0.220 0.000
H -1.842500 -3.250800 1.827600 -0.177 -0.136 -0.100 0.000
H -1.439400 -1.558200 2.068800 0.038 0.091 -0.018 0.000
H 1.709000 -1.740400 3.666200 -0.064 -0.131 0.254 0.000
H 1.417300 -0.593900 2.350900 -0.026 -0.053 0.062 0.001
H 2.786200 -1.687400 2.273000 0.252 0.014 -0.052 0.000
H 1.138000 -4.893600 3.066700 -0.087 0.154 0.205 0.000
H 2.267100 -4.817300 1.735900 0.204 0.014 -0.047 0.000
H 0.631600 -5.404600 1.474700 -0.147 -0.083 -0.088 0.000
H 1.597900 -4.657300 -0.544400 0.061 -0.153 0.057 -0.001
H 2.341200 -5.300200 -2.801100 0.016 -0.106 0.028 0.000
H 2.182700 -3.700900 -4.670100 0.042 -0.084 -0.119 -0.001
H 1.243000 -1.453800 -4.298200 -0.018 0.091 -0.027 0.000
H 0.492400 -0.777400 -2.040300 0.253 -0.493 -0.334 -0.003
```
Positions in Å, forces in eV/Å.

lowest unoccupied orbital energy (spin up / spin down): -6.1 / -6.4 eV
total charge: +1
spin multiplicity: 2
⟨S²⟩: 1.230
orbital gap (spin up / spin down): 0.14731 / 0.13368 Eh


Record 2
The following is a DFT calculation (ωB97M-V/def2-TZVPD) of a structure of composition C4H4AgO at a distorted geometry.

Geometry as XYZ:
```
10
Properties=species:S:1:pos:R:3:forces:R:3:lowdin_spin:R:1
O -0.838290 -1.418105 0.948994 0.065 0.560 1.467 0.090
C -1.127732 -0.170192 0.696300 -0.500 -0.427 -3.140 0.191
C -0.246895 0.494870 -0.266198 0.544 -0.670 -1.026 0.126
C 1.301905 0.677085 -0.424391 0.122 0.496 0.939 0.146
C 0.403269 0.127245 -1.455593 -1.016 -0.277 1.102 0.335
H -0.730453 1.174932 0.908460 0.464 -0.487 0.622 0.081
H -2.199109 0.091224 0.569563 0.468 -0.027 0.445 0.025
H 1.952969 0.037622 0.186249 0.083 -0.057 -0.594 0.003
H 1.646015 1.719082 -0.469459 -0.226 -0.245 0.112 0.015
Ag -0.161678 -2.733763 -0.693925 -0.004 1.133 0.073 -0.011
```
Positions in Å, forces in eV/Å.

lowest unoccupied orbital energy (spin up / spin down): -1.5 / -1.4 eV
total charge: 0
spin multiplicity: 2
⟨S²⟩: 0.773
orbital gap (spin up / spin down): 0.20586 / 0.24613 Eh


Record 3
The following is a DFT calculation (ωB97M-V/def2-TZVPD) of an isolated molecule of C3H9NO at a distorted geometry.

Geometry as XYZ:
```
14
Properties=species:S:1:pos:R:3:forces:R:3:nbo_charge:R:1
C 0.035273 -1.105628 -1.154567 1.493 2.310 -1.963 -0.639
C 0.222008 0.235712 -0.424223 -0.579 -1.080 2.713 -0.066
N 1.511558 0.347028 0.273343 -0.397 0.146 -1.405 -0.871
C -0.933586 0.186748 0.628912 0.169 2.530 -0.802 -0.073
O -1.182989 1.553798 1.067181 -0.219 -0.505 -0.016 -0.739
H -0.939892 -0.970634 -1.617929 -0.407 -1.116 0.429 0.223
H 0.678572 -1.082517 -2.062609 0.080 -0.456 0.635 0.213
H 0.301585 -1.946442 -0.514672 -0.661 -0.068 -0.159 0.218
H 0.039602 1.170101 -0.969368 -0.065 -0.571 -0.511 0.199
H 1.496105 0.821359 1.156580 0.149 -0.235 0.170 0.364
H 2.076161 -0.474539 0.181235 0.213 -0.075 0.511 0.368
H -1.855563 -0.033699 0.111728 -0.280 -0.502 -0.025 0.173
H -0.772571 -0.463043 1.478536 0.221 -0.374 0.036 0.170
H -0.676260 1.761754 1.845847 0.281 -0.004 0.387 0.460
```
Positions in Å, forces in eV/Å.

SMILES string: C[C@H](N)CO
lowest unoccupied orbital energy: 1.0 eV
total charge: 0
orbital gap: 0.36111 Eh


Record 4
The following is a DFT calculation (ωB97M-V/def2-TZVPD) of a cluster of 2 separate species, C6H16N2O in total at a distorted geometry.

Geometry as XYZ:
```
25
Properties=species:S:1:pos:R:3:forces:R:3:nbo_charge:R:1
C 1.424452 -0.898826 0.099098 0.282 1.467 -0.540 0.385
C -1.432600 -0.709020 0.639331 0.141 0.614 0.013 -0.596
C -1.033299 0.683537 0.570619 -0.263 -1.419 0.021 -0.267
C -0.018412 0.580204 -1.793398 -0.169 -0.081 -0.348 -0.454
C 1.753194 -0.706755 1.545392 -0.109 0.109 0.029 -0.702
C -2.612695 -1.217979 -0.141668 -0.245 -0.117 0.117 -0.620
N 0.299097 0.777193 -0.384207 0.103 -0.184 0.483 -0.193
N 1.062735 1.978025 -0.243121 0.350 -0.218 -0.055 -0.702
O 2.444335 -0.648862 -0.777252 -0.348 -0.064 0.210 -0.698
H 2.793283 0.241619 -0.609810 0.023 -0.007 0.075 0.485
H 0.909068 -1.803275 -0.179085 -0.315 0.192 -0.085 0.220
H -1.230398 -1.217018 1.577470 -0.079 0.013 0.037 0.174
H 0.980064 2.281795 0.722120 -0.023 -0.125 0.032 0.360
H 0.706101 2.748776 -0.811361 -0.035 -0.376 -0.076 0.357
H -0.681216 1.096275 1.518434 0.289 0.088 -0.053 0.178
H -1.779162 1.374038 0.151890 0.340 0.013 -0.326 0.187
H -0.567328 1.422103 -2.235855 -0.008 0.047 0.339 0.189
H 0.876275 0.434861 -2.394801 0.241 0.017 0.192 0.216
H -0.634026 -0.310076 -1.891445 -0.038 -0.067 0.232 0.243
H 0.931896 -1.029443 2.178435 -0.058 0.069 -0.033 0.249
H 2.641803 -1.298845 1.796291 -0.086 0.000 -0.160 0.234
H 1.996362 0.336011 1.763901 -0.017 -0.018 -0.018 0.211
H -2.514568 -2.284094 -0.371231 -0.022 -0.025 -0.020 0.194
H -2.734894 -0.718685 -1.108644 0.050 0.081 0.011 0.179
H -3.580067 -1.111558 0.378897 -0.003 -0.010 -0.077 0.170
```
Positions in Å, forces in eV/Å.

lowest unoccupied orbital energy (spin up / spin down): 0.6 / 0.6 eV
total charge: 0
orbital gap (spin up / spin down): 0.22032 / 0.22040 Eh


Record 5
The following is a DFT calculation (ωB97M-V/def2-TZVPD) of a structure of composition C26H25BN7O3S2Ti at a distorted geometry.

Geometry as XYZ:
```
65
Properties=species:S:1:pos:R:3:forces:R:3:lowdin_spin:R:1
Ti -0.855198 -0.564695 0.103415 1.412 -1.730 -1.717 0.950
O 0.262703 4.725021 3.530779 -0.045 0.183 -0.374 0.003
C -0.633881 4.802935 2.657867 -0.509 0.068 0.854 0.004
O -1.295786 5.779910 2.249776 0.458 -0.148 -0.141 0.009
C -1.053621 3.437712 2.095341 0.173 -0.083 -0.107 0.064
C -1.529150 3.347536 0.803249 -0.092 0.024 -0.026 0.028
C -1.772729 2.074538 0.264698 -0.278 -0.336 0.118 0.110
N -1.445431 1.009198 1.037580 -0.618 1.101 0.651 0.103
C -1.185021 1.067806 2.351378 -0.165 -0.177 -0.215 0.045
C -0.943010 2.279317 2.921817 0.171 0.328 0.275 0.042
C -1.317280 -0.308736 2.905638 -0.243 0.347 -0.077 0.023
C -1.292419 -0.635840 4.248005 0.049 0.158 0.270 0.000
C -1.600531 -1.925516 4.638889 0.086 0.106 0.159 0.022
C -1.926999 -2.864413 3.675365 -0.070 -0.114 -0.057 0.003
C -1.892827 -2.480943 2.350287 0.116 0.139 -0.106 0.020
N -1.590562 -1.238342 1.953090 -0.345 -0.552 1.574 0.014
C -2.432875 1.591654 -0.923524 -0.275 -0.059 0.260 0.123
C -3.176721 2.365548 -1.833595 0.225 0.197 0.009 0.029
C -4.019633 1.756559 -2.722587 -0.052 0.023 -0.054 0.076
C -4.142324 0.350078 -2.711747 -0.011 0.027 0.004 0.082
C -3.359002 -0.362747 -1.838600 0.196 0.173 0.006 0.028
N -2.491414 0.196822 -0.980877 -0.751 0.647 -0.492 0.137
H -1.698450 4.266081 0.252593 -0.010 -0.041 0.059 0.000
H -0.637725 2.400669 3.954169 -0.049 0.072 -0.073 0.002
H -1.039495 0.131174 4.969659 -0.034 -0.051 -0.015 0.000
H -1.584837 -2.200209 5.687158 -0.009 0.049 -0.037 0.001
H -2.183203 -3.881779 3.941265 0.016 0.051 -0.049 0.000
H -2.094011 -3.190027 1.561270 0.023 -0.085 -0.102 0.001
H -3.096250 3.447347 -1.794083 -0.011 -0.093 0.020 0.000
H -4.612659 2.352906 -3.406390 0.034 -0.019 0.023 0.004
H -4.828614 -0.162932 -3.370301 0.004 -0.012 -0.007 0.005
H -3.396478 -1.443539 -1.814503 0.013 -0.126 0.006 0.000
C 3.174354 1.243558 2.203237 0.091 -0.138 -0.116 0.000
N 3.503869 0.213636 1.223047 -0.089 0.260 0.160 0.000
C 4.622672 0.218478 0.409597 -0.061 0.090 0.131 0.000
C 4.513693 -0.856190 -0.398099 -0.214 -0.238 -0.035 0.000
N 3.338181 -1.518309 -0.090910 -0.111 -0.065 -0.095 0.000
B 2.833111 -2.861200 -0.763092 0.041 0.020 0.000 0.001
N 1.921792 -2.516868 -2.009550 0.251 -0.092 0.049 0.000
C 2.479731 -2.141904 -3.220475 -0.001 -0.078 0.309 0.000
C 1.488616 -1.986084 -4.115750 -0.181 0.053 -0.011 0.000
N 0.315581 -2.270459 -3.447843 -0.287 0.013 -0.218 0.001
C -1.006939 -2.141435 -4.032489 0.179 -0.012 0.048 0.000
C 0.584708 -2.585857 -2.157931 0.094 0.191 0.031 0.003
S -0.618831 -2.945822 -0.969064 -0.003 -0.373 -0.212 0.011
C 2.716310 -0.846252 0.903233 0.195 -0.077 -0.186 0.002
S 1.236932 -1.254649 1.658053 0.326 -0.061 0.086 0.009
H 4.049320 1.457377 2.813955 0.024 -0.017 0.006 0.000
H 2.366954 0.876362 2.826703 -0.048 -0.058 0.027 0.000
H 2.841803 2.157217 1.714821 -0.012 0.028 -0.067 0.000
H 5.386388 0.974718 0.487599 -0.080 -0.042 0.018 0.000
H 5.183256 -1.220329 -1.160021 -0.070 -0.008 0.070 0.000
H 3.822463 -3.430207 -1.202422 -0.133 0.171 0.061 0.000
H 2.211359 -3.505227 0.033397 0.083 0.040 -0.090 0.001
H 3.544589 -2.023015 -3.333070 -0.088 -0.048 0.029 0.000
H 1.499594 -1.680431 -5.148108 -0.021 -0.041 0.052 0.000
H -1.254872 -3.018213 -4.629658 0.015 -0.050 -0.031 0.000
H -1.039606 -1.249278 -4.652938 0.021 0.047 -0.011 0.000
H -1.727019 -2.043440 -3.231345 -0.038 0.015 0.098 0.000
C 1.402844 1.820554 -0.958964 0.112 0.121 0.040 -0.004
C 0.493986 0.657146 -0.762775 0.257 0.519 -0.370 -0.002
O 0.054295 0.055716 -1.748933 0.256 -0.262 -0.419 0.050
H 1.352310 2.179415 -1.988185 0.004 0.028 -0.040 0.000
H 2.425870 1.499593 -0.749079 0.042 -0.010 0.019 0.000
H 1.148132 2.618318 -0.260039 0.035 0.007 0.026 0.001
```
Positions in Å, forces in eV/Å.

lowest unoccupied orbital energy (spin up / spin down): 2.2 / 2.0 eV
total charge: -1
spin multiplicity: 3
⟨S²⟩: 2.020
orbital gap (spin up / spin down): 0.18686 / 0.25797 Eh


Record 6
The following is a DFT calculation (ωB97M-V/def2-TZVPD) of a cluster of 2 separate species, C3H8NO in total at a distorted geometry.

Geometry as XYZ:
```
13
Properties=species:S:1:pos:R:3:forces:R:3:nbo_charge:R:1
C -2.527056 0.679069 0.043408 1.332 0.023 0.579 -0.201
O -1.415788 -0.086530 0.333760 -0.567 0.122 -0.386 -1.006
H -2.213224 1.764703 -0.151109 -0.651 -0.461 0.329 0.075
H -3.274637 0.634280 0.886742 0.068 0.460 -0.378 0.086
H -3.101599 0.408329 -0.872124 0.025 -0.227 -0.076 0.081
C 1.614050 0.521036 -0.427404 -0.189 -0.437 -1.878 -0.490
C 1.636891 -1.635394 0.496423 2.449 2.757 -3.013 -0.104
N 2.320507 -0.764790 -0.258859 -1.593 -2.650 2.936 -0.424
H 2.036460 1.337020 0.184447 0.406 -0.328 -0.573 0.181
H 1.711476 0.683641 -1.585735 -0.242 0.435 2.187 0.174
H 0.549572 0.448929 -0.139864 -0.056 -0.026 -0.273 0.277
H 1.988642 -2.650820 0.673495 0.318 0.221 -0.105 0.148
H 0.674707 -1.339473 0.816817 -1.301 0.111 0.652 0.206
```
Positions in Å, forces in eV/Å.

lowest unoccupied orbital energy: 4.4 eV
total charge: -1
orbital gap: 0.24783 Eh


Going through the records in order, we get energy above the lowest of the compared OMol25 structures with the same formula, charge and spin values of 5.136, 3.505, 1.426, 6.167, 1.066, 1.681 eV.